Density functional theory data (ωB97M-V/def2-TZVPD) for 3 unconnected molecules or ions with the total composition C37H77FN2O10PS.

Properties
largest force on an atom	7.675	eV Å⁻¹
2S+1	1
Kohn-Sham gap	0.177	Eh
LUMO	-0.1578	Ha
charge	+1

Cartesian coordinates (Å):
C (5.31887, 0.53076, -3.05162)
C (4.97024, 1.58282, -4.21741)
O (4.92582, 0.88336, -5.49093)
C (3.55005, 2.27829, -3.83253)
N (2.42159, 1.31643, -3.97011)
C (1.32501, 1.55871, -2.99931)
C (0.17355, 2.44085, -3.74937)
O (-0.17355, 3.65851, -3.01363)
P (-1.56788, 3.48780, -2.07440)
C (-3.05296, 2.74813, -2.97181)
C (-3.53464, 1.30833, -2.44476)
C (-2.53049, 0.09925, -2.75392)
C (-2.78569, -1.23475, -1.89501)
C (-3.03263, -1.00211, -0.32397)
C (-2.06902, -1.89486, 0.62991)
C (-1.90823, -1.21252, 2.10658)
C (-0.34927, -1.17848, 2.55001)
C (-0.09789, -1.62463, 4.07471)
C (-0.62023, -3.13465, 4.33487)
C (0.02558, -3.81717, 5.64269)
C (1.54100, -4.34998, 5.35522)
N (1.55614, -5.42133, 4.30725)
C (2.79748, -5.56505, 3.57632)
C (2.51301, -6.66586, 2.50466)
C (1.04021, -7.13873, 2.68382)
C (0.50931, -6.33526, 3.89251)
C (-2.08084, 5.26795, -1.59175)
C (-0.75148, 6.14234, -1.22115)
C (-0.82082, 6.80658, 0.23585)
F (-0.58669, 7.23053, -2.17818)
S (-1.13223, 2.52241, -0.16408)
C (-2.53367, 2.65736, 1.04405)
O (-0.00170, 3.36755, 0.42256)
O (-0.58126, 1.13210, -0.32113)
H (6.00268, -0.30438, -3.44331)
H (4.38435, 0.10143, -2.53021)
H (5.92017, 1.10344, -2.24813)
H (5.81948, 2.34858, -4.28523)
H (4.60312, -0.03240, -5.35722)
H (3.46036, 3.18054, -4.55348)
H (3.60078, 2.67317, -2.74328)
H (2.73080, 0.33846, -3.99032)
H (0.90641, 0.51751, -2.71408)
H (1.65931, 2.03367, -2.00775)
H (0.67867, 2.79444, -4.72858)
H (-0.71359, 1.80005, -4.07168)
H (-3.95299, 3.46377, -2.82399)
H (-2.81769, 2.78970, -4.09610)
H (-4.51363, 1.07040, -3.01533)
H (-3.83210, 1.42587, -1.35025)
H (-2.70544, -0.19398, -3.86146)
H (-1.42138, 0.35488, -2.66700)
H (-1.89321, -1.96359, -1.98874)
H (-3.68651, -1.77182, -2.34420)
H (-4.10377, -1.37111, -0.10148)
H (-2.92312, 0.07537, 0.03090)
H (-1.02522, -2.03985, 0.17466)
H (-2.59210, -2.90406, 0.83584)
H (-2.51586, -1.80619, 2.89207)
H (-2.33745, -0.14728, 2.13131)
H (0.05456, -0.10030, 2.42693)
H (0.28274, -1.88650, 1.89743)
H (-0.58885, -0.90496, 4.83006)
H (1.04250, -1.64870, 4.23714)
H (-1.75234, -3.10305, 4.50885)
H (-0.42156, -3.80040, 3.40949)
H (-0.54823, -4.75978, 5.98684)
H (0.13286, -3.04320, 6.48238)
H (2.18283, -3.47076, 5.00017)
H (2.01205, -4.75147, 6.32263)
H (3.78451, -5.02205, 3.72964)
H (3.22830, -7.07610, 1.72468)
H (0.41445, -7.89326, 2.09862)
H (-0.50127, -6.41105, 4.40772)
H (-2.48783, 5.74072, -2.55620)
H (-2.80843, 5.29415, -0.71520)
H (0.19404, 5.50512, -1.25833)
H (-0.85266, 7.94648, 0.13439)
H (0.09785, 6.52324, 0.87719)
H (-1.73085, 6.42373, 0.83805)
H (-2.30982, 2.06947, 2.01530)
H (-3.54027, 2.29243, 0.65062)
H (-2.69664, 3.74807, 1.38810)
C (11.54081, -5.07142, 5.00163)
O (10.27341, -4.44258, 4.97705)
C (9.79691, -4.25178, 3.64851)
C (8.29381, -4.00154, 3.65502)
O (7.52958, -5.20514, 3.75057)
C (7.50045, -5.81802, 5.04124)
C (6.61613, -5.07174, 6.03309)
O (7.32521, -3.97451, 6.60130)
C (6.46041, -3.06698, 7.25650)
H (12.27905, -4.47764, 4.45811)
H (11.85747, -5.16177, 6.04198)
H (11.47351, -6.07736, 4.57329)
H (10.02058, -5.13115, 3.03445)
H (10.31208, -3.37749, 3.23322)
H (8.02076, -3.56370, 2.69007)
H (8.00011, -3.28565, 4.42537)
H (8.50949, -5.97292, 5.42732)
H (7.06378, -6.80782, 4.87906)
H (6.33558, -5.74538, 6.85147)
H (5.71216, -4.71543, 5.52669)
H (5.76134, -2.62238, 6.54113)
H (7.06692, -2.26935, 7.68828)
H (5.91191, -3.56805, 8.05855)
C (-10.11781, 3.92107, -2.44980)
O (-9.27671, 4.36200, -3.49968)
C (-7.99443, 4.75716, -3.02728)
C (-6.99417, 4.79249, -4.17651)
O (-6.47158, 3.50117, -4.50040)
C (-7.36187, 2.63580, -5.21177)
C (-7.53536, 3.03313, -6.67279)
O (-8.49810, 4.07515, -6.78938)
C (-8.44996, 4.70283, -8.05797)
H (-10.25797, 4.71002, -1.70777)
H (-11.08799, 3.66093, -2.87556)
H (-9.69761, 3.02630, -1.97746)
H (-7.64331, 4.06310, -2.25461)
H (-8.09347, 5.76071, -2.59689)
H (-6.12887, 5.38007, -3.85274)
H (-7.40184, 5.28556, -5.06091)
H (-8.31872, 2.54406, -4.69509)
H (-6.88719, 1.65029, -5.18452)
H (-7.90459, 2.17301, -7.24357)
H (-6.57384, 3.35926, -7.08427)
H (-7.47959, 5.18567, -8.20783)
H (-9.22567, 5.46922, -8.08861)
H (-8.63753, 3.97772, -8.85386)

Forces on the atoms, in the same order (eV/Å):
0.659 0.669 0.424
-0.378 -1.149 1.225
-0.378 0.300 0.904
1.322 0.528 -0.632
0.066 0.803 0.877
-0.691 -1.111 -0.163
2.259 -1.295 -1.561
-3.441 -1.174 2.181
-0.278 2.507 -2.156
-0.803 -0.322 -0.325
-0.205 -0.250 -0.690
0.023 -0.699 -0.518
-0.017 -0.021 0.298
-0.195 -1.168 0.473
-0.777 0.515 0.824
0.473 -0.454 0.053
-0.043 0.303 0.671
0.192 -0.884 -0.268
-0.263 0.058 0.352
1.316 -0.434 -0.515
-1.042 0.418 0.643
1.357 -0.710 -1.206
-3.087 -4.081 -3.109
-2.265 1.671 2.842
1.622 3.357 3.267
2.908 -0.750 -2.789
1.678 0.682 -0.495
0.469 0.569 0.857
0.023 -0.323 0.452
-0.554 -2.062 1.228
6.263 -1.873 4.022
-1.676 0.613 0.899
-3.699 -0.837 -1.957
-2.766 2.770 -0.464
-1.116 1.200 0.561
1.434 0.553 -0.956
-0.990 -1.015 -1.125
-1.470 -0.983 -0.023
0.307 0.880 0.014
-0.256 -1.383 1.193
0.122 -0.533 -1.684
-0.204 0.769 0.272
0.400 1.763 -0.416
-0.477 -0.336 -1.449
-0.915 -0.350 1.701
0.936 1.044 0.750
1.666 -0.809 -0.092
-0.204 -0.218 1.609
1.494 0.578 0.997
0.549 -0.359 -1.396
0.398 0.585 1.683
-1.543 0.022 0.129
-1.339 1.339 -0.127
1.162 0.695 0.641
1.545 0.949 -0.209
-0.177 -1.404 -0.775
-1.654 0.172 0.568
1.144 1.408 -0.728
0.990 0.914 -1.369
0.617 -1.493 -0.182
-0.530 -1.771 0.011
-1.053 1.126 0.874
0.816 -1.066 -1.167
-1.689 0.332 -0.118
1.515 -0.110 -0.361
-0.268 1.097 1.465
0.609 1.831 -0.417
-0.442 -1.231 -1.063
-0.856 -1.373 0.329
-0.789 0.559 -1.343
-1.906 -0.625 0.078
-1.022 0.787 1.312
1.287 1.245 1.019
1.761 0.362 -0.811
0.247 -0.835 1.417
0.773 -0.275 -1.405
-1.340 0.915 -0.309
-0.092 -1.720 0.115
-1.408 0.458 -1.268
1.328 0.780 -1.051
0.273 0.664 -1.942
1.520 0.276 0.229
0.687 -1.563 -0.907
-0.258 0.067 0.149
-0.046 -0.218 -0.105
-0.103 0.285 0.581
0.072 -0.275 -0.263
0.114 0.156 0.247
-0.351 0.028 -0.186
0.685 0.059 0.262
-0.197 0.147 -0.170
0.343 -0.161 -0.089
0.124 -0.042 -0.097
-0.099 0.084 -0.078
0.124 0.016 -0.099
-0.053 0.007 -0.059
-0.011 -0.009 -0.230
0.032 -0.126 0.009
0.218 -0.082 0.134
-0.050 0.222 0.149
-0.051 0.112 -0.055
-0.188 -0.119 -0.077
-0.057 -0.053 -0.054
-0.161 0.001 0.033
0.015 -0.129 -0.046
-0.150 0.033 0.044
0.011 0.012 -0.267
0.251 -0.212 0.106
-0.472 0.168 -0.576
0.090 -0.153 0.277
-0.076 0.090 0.076
0.261 -0.056 -0.259
-0.669 0.177 0.254
0.294 0.069 0.086
-0.139 -0.031 0.221
-0.013 -0.004 0.151
0.131 0.088 -0.039
-0.008 0.041 0.142
0.074 -0.017 0.032
0.191 0.038 0.146
-0.009 -0.070 0.034
-0.217 -0.096 0.094
-0.067 0.193 -0.164
0.062 0.096 -0.029
0.197 -0.133 -0.037
0.080 -0.064 0.007
0.064 -0.040 -0.132
0.036 -0.127 0.082
0.065 0.011 -0.122

Results of the Mulliken charge analysis, in e, for atoms 1 through 99: number 1, C, carries -1.0416; number 2, C, carries -0.1246; number 3, O, carries -0.5318; number 4, C, carries -0.4143; number 5, N, carries -0.2399; number 6, C, carries -0.3067; number 7, C, carries -0.4871; number 8, O, carries -0.3272; number 9, P, carries 0.2863; number 10, C, carries -0.6678; number 11, C, carries -0.5075; number 12, C, carries 0.6178; number 13, C, carries -1.1816; number 14, C, carries 0.4509; number 15, C, carries -1.1292; number 16, C, carries 0.0217; number 17, C, carries -0.7005; number 18, C, carries -0.5978; number 19, C, carries -0.3932; number 20, C, carries -0.7984; number 21, C, carries -0.5109; number 22, N, carries 0.3066; number 23, C, carries -0.4382; number 24, C, carries -0.4897; number 25, C, carries -0.5617; number 26, C, carries -0.1604; number 27, C, carries -0.8794; number 28, C, carries 0.8664; number 29, C, carries -1.1123; number 30, F, carries -0.3665; number 31, S, carries 1.1447; number 32, C, carries -0.9863; number 33, O, carries -0.6113; number 34, O, carries -0.3516; number 35, H, carries 0.3452; number 36, H, carries 0.2404; number 37, H, carries 0.3103; number 38, H, carries 0.3438; number 39, H, carries 0.3493; number 40, H, carries 0.2712; number 41, H, carries 0.2367; number 42, H, carries 0.2625; number 43, H, carries 0.2139; number 44, H, carries 0.2343; number 45, H, carries 0.4669; number 46, H, carries 0.1921; number 47, H, carries 0.2194; number 48, H, carries 0.5054; number 49, H, carries 0.3838; number 50, H, carries 0.1056; number 51, H, carries 0.4445; number 52, H, carries -0.7251; number 53, H, carries 0.4311; number 54, H, carries 0.3117; number 55, H, carries 0.4182; number 56, H, carries -0.4516; number 57, H, carries 0.4462; number 58, H, carries 0.2138; number 59, H, carries 0.3435; number 60, H, carries 0.0130; number 61, H, carries 0.1717; number 62, H, carries 0.3683; number 63, H, carries 0.2574; number 64, H, carries 0.2568; number 65, H, carries 0.2978; number 66, H, carries 0.3097; number 67, H, carries 0.2932; number 68, H, carries 0.3607; number 69, H, carries 0.2492; number 70, H, carries 0.2855; number 71, H, carries 0.3104; number 72, H, carries 0.3306; number 73, H, carries 0.3252; number 74, H, carries 0.2863; number 75, H, carries 0.4008; number 76, H, carries 0.4490; number 77, H, carries 0.1023; number 78, H, carries 0.3616; number 79, H, carries 0.2623; number 80, H, carries 0.2574; number 81, H, carries 0.4171; number 82, H, carries 0.3381; number 83, H, carries 0.3421; number 84, C, carries -0.7739; number 85, O, carries -0.2532; number 86, C, carries -0.5993; number 87, C, carries -0.3872; number 88, O, carries -0.4674; number 89, C, carries -0.4799; number 90, C, carries -0.2439; number 91, O, carries -0.2633; number 92, C, carries -0.7666; number 93, H, carries 0.3189; number 94, H, carries 0.2335; number 95, H, carries 0.3238; number 96, H, carries 0.3529; number 97, H, carries 0.4283; number 98, H, carries 0.3846; number 99, H, carries 0.2032